18
Properties=species:S:1:pos:R:3:forces:R:3:lowdin_charge:R:1 method="wB97M-V/def2-TZVPD" orbital_gap_ev=8.89 total_charge=+1 homo_ev=-12.29
N -0.372356 -2.277310 2.675217 0.200 0.018 -0.109 0.196
C -0.866663 -1.369949 1.869185 -0.282 -0.166 -0.348 -0.200
N -1.183983 -0.140823 2.172873 0.670 -0.144 0.078 0.172
H 0.029561 -2.073799 3.577842 -0.221 0.056 0.123 0.142
H -0.209536 -3.197839 2.301972 0.030 -0.089 0.072 0.137
H -1.062590 -1.683666 0.848271 -0.015 0.051 0.051 0.134
H -1.259159 0.530746 1.394023 -0.310 -0.031 0.232 -0.010
H -0.930870 0.224052 3.081432 -0.184 0.141 0.025 0.143
C 2.187533 -0.988288 -2.037071 0.145 0.465 0.588 -0.161
C 1.612556 0.373036 -1.638692 0.315 -0.241 0.123 -0.603
S -0.168776 0.223968 -1.326228 0.048 -0.075 0.282 0.460
S -0.546625 1.926147 -0.191531 0.018 0.206 -0.374 0.392
H 1.675137 -1.420469 -2.889848 0.049 -0.120 -0.075 0.074
H 2.177015 -1.659056 -1.178554 -0.269 -0.207 -0.116 0.066
H 3.242458 -0.833534 -2.254478 0.013 -0.062 -0.339 0.082
H 1.815250 1.108121 -2.403187 -0.194 0.262 -0.244 0.074
H 2.090874 0.717026 -0.719091 -0.070 -0.038 -0.028 0.060
H 0.475424 1.788666 0.669913 0.056 -0.026 0.058 -0.161

20
Properties=species:S:1:pos:R:3:forces:R:3:lowdin_charge:R:1 method="wB97M-V/def2-TZVPD" orbital_gap_ev=7.84 total_charge=+1 homo_ev=-13.07 smiles="C=[N+](C)C[C@H](Br)NC"
C -1.605180 -1.510200 1.258617 -3.565 1.130 -2.303 0.190
C 0.419349 -0.305911 0.957716 -0.775 3.188 0.183 -0.174
C 1.351662 0.083929 -0.193504 2.264 0.165 -0.274 -0.521
C -0.941338 -1.110582 -0.913886 0.774 -3.617 -0.576 0.002
C 1.453625 2.490461 -0.965142 -0.935 -0.647 0.898 -0.092
N -0.759316 -1.015907 0.486178 1.557 -0.612 1.116 -0.164
N 1.961665 1.403692 -0.055238 3.281 0.319 -0.643 -0.118
Br 2.789613 -1.600441 -0.061705 -1.428 1.924 -0.534 0.525
H -2.590029 -1.597983 0.752133 0.651 -1.319 0.501 0.153
H -1.699592 -1.265988 2.242920 0.814 -0.094 3.024 0.108
H -0.073784 0.657679 1.330425 0.944 -0.759 -0.504 0.175
H 0.874201 -0.714631 1.853906 0.135 -0.479 -0.296 0.126
H 0.942294 0.064812 -1.220475 0.132 -0.514 0.831 0.081
H 0.023665 -1.561421 -1.255921 -1.097 0.556 -0.538 0.115
H -1.722545 -1.857427 -1.061116 0.000 0.289 -0.374 0.123
H -1.214409 -0.185595 -1.281812 -0.226 1.885 -1.214 0.106
H 1.039339 2.251161 -1.916688 0.547 -1.131 -1.355 0.067
H 0.556255 2.828951 -0.535998 -1.320 0.692 1.167 0.051
H 2.000417 3.415627 -1.083257 1.056 -0.411 0.350 0.092
H 3.050989 1.412753 -0.154905 -2.809 -0.566 0.540 0.154

16
Properties=species:S:1:pos:R:3:forces:R:3:lowdin_charge:R:1 method="wB97M-V/def2-TZVPD" s_squared=0.751 orbital_gap_ev="3.08 / 11.92" multiplicity=2 homo_ev="-2.77 / -11.75"
O 0.215074 -0.446993 -2.855218 -0.368 -0.333 -0.636 -0.134
H -0.039118 -1.386020 -2.958131 0.145 0.361 0.375 0.034
H -0.116903 -0.062483 -3.682294 0.213 0.056 0.146 0.038
O 1.394686 -0.036757 0.188223 0.221 1.593 1.680 -0.088
H 2.255516 -0.099037 -0.254689 -0.401 -0.018 -0.335 0.083
H 1.541229 0.634359 0.945353 -0.223 -1.232 -0.990 0.074
O -2.220450 -1.473711 0.620599 -0.395 1.087 0.188 -0.174
H -1.781928 -1.875367 1.391667 0.506 0.056 0.442 0.012
H -2.602268 -2.214269 0.140447 -0.415 -0.678 -0.822 -0.002
O 1.673827 1.629541 2.579919 -0.592 -1.450 -2.190 -0.036
H 1.282584 2.463008 2.718964 -0.541 1.508 0.525 0.033
H 2.287875 1.419097 3.243803 1.113 -0.143 1.471 0.029
O -1.066988 0.414947 -0.505841 1.655 0.001 0.630 -0.121
H -1.070766 0.507069 -1.487107 -0.200 -0.532 0.631 0.051
H 0.093313 0.290033 -0.262394 -2.410 -0.398 -0.542 0.115
H -1.818720 -0.372612 -0.017077 1.692 0.121 -0.575 0.087

15
Properties=species:S:1:pos:R:3:forces:R:3:lowdin_charge:R:1 method="wB97M-V/def2-TZVPD" orbital_gap_ev=3.19 homo_ev=-8.11
C -1.347308 2.083438 -0.222067 -0.846 -0.343 -0.749 0.170
C 1.630278 -1.690218 1.394906 -1.598 0.217 -0.688 0.155
C 0.298540 -1.888468 1.024616 -3.130 -1.923 0.574 -0.324
O -0.329341 -2.355873 0.006897 2.343 1.524 1.367 -0.038
C 0.040971 2.130388 -0.497990 2.431 -0.512 0.083 -0.316
O 0.729232 1.696449 -1.479773 -2.155 0.932 1.812 -0.020
H -1.961136 1.466996 -0.899745 0.046 0.417 0.447 0.076
H -1.806644 2.685900 0.609771 0.741 -0.890 -0.948 0.090
H 2.420624 -1.814790 0.751223 1.825 -0.230 -1.425 0.044
H 1.781433 -1.549890 2.429384 0.333 0.335 0.865 0.052
H -0.322849 -1.866839 1.964471 0.025 0.387 -0.654 0.110
H 0.599905 2.501875 0.387333 0.122 0.266 -0.493 0.106
H -0.749655 -1.077139 -1.263250 0.068 1.229 -2.408 0.035
H -0.163406 0.210263 -2.061247 -0.718 -0.990 -0.056 -0.006
O -0.820645 -0.532091 -2.144530 0.514 -0.417 2.275 -0.132

30
Properties=species:S:1:pos:R:3:forces:R:3:lowdin_charge:R:1 method="wB97M-V/def2-TZVPD" s_squared=8.782 orbital_gap_ev="4.49 / 5.68" multiplicity=6 homo_ev="-3.61 / -7.36"
C 0.713115 -2.704295 -0.803891 0.975 -2.713 0.575 -0.105
C 1.172324 -4.014998 -0.457102 -0.026 2.046 -0.850 -0.109
C 0.038684 -4.784985 -0.025959 -0.137 0.959 0.034 -0.066
C -1.099164 -3.924106 -0.014768 -0.455 1.664 -0.527 -0.122
C -0.718555 -2.654238 -0.524041 -0.645 -1.736 0.798 -0.092
Ru 0.073710 0.771859 -1.394909 1.541 0.556 -0.978 0.700
P 0.182330 0.488551 -3.592831 0.013 -0.081 -1.128 0.472
H 1.266275 -1.879888 -1.242226 0.139 -0.244 0.164 0.049
H 2.202473 -4.377809 -0.520058 -0.530 0.187 -0.081 0.088
H 0.022528 -5.841508 0.237012 0.123 0.342 -0.019 0.103
H -1.330837 -1.760210 -0.696909 0.085 -0.545 0.221 0.077
H -2.100442 -4.174927 0.346846 0.477 0.007 -0.305 0.090
H -1.079323 0.191691 -4.175510 0.380 -0.318 -0.289 -0.134
H 1.116687 -0.489051 -4.067269 -0.657 0.432 -0.409 -0.123
H 0.432368 1.632778 -4.399798 0.274 -0.487 -0.037 -0.137
C 0.591975 2.913583 2.553634 -0.483 -0.273 -0.482 -0.061
N -0.348058 2.619104 1.476855 -0.399 1.726 1.690 -0.193
C -1.447330 3.542029 1.173456 0.420 -0.327 0.342 -0.047
C -0.278049 1.484298 0.773479 1.171 0.768 -0.959 -0.609
C 0.869703 0.537289 0.884492 0.184 -0.519 1.021 -0.135
O -1.251110 1.300740 -0.091435 -2.601 -1.049 1.359 -0.314
H 0.312003 3.864311 3.020701 0.168 -0.343 -0.079 0.083
H 1.614672 2.973647 2.161549 0.027 0.226 0.107 0.078
H 0.558549 2.099507 3.288551 0.103 0.286 0.131 0.092
H -1.347198 3.945547 0.159048 0.008 0.034 0.023 0.082
H -2.405574 3.010815 1.232049 0.174 0.304 0.025 0.088
H -1.403277 4.358343 1.904391 -0.159 -0.210 -0.261 0.081
H 0.564358 -0.425733 1.339206 0.157 -0.110 -0.309 0.083
H 1.427708 0.355494 -0.100695 0.018 -0.456 0.798 0.003
H 1.649457 0.942162 1.556131 -0.346 -0.126 -0.576 0.078

8
Properties=species:S:1:pos:R:3:forces:R:3:lowdin_charge:R:1 method="wB97M-V/def2-TZVPD" orbital_gap_ev=11.96 homo_ev=-11.35
N 2.567107 -0.043433 0.019614 -0.778 1.244 -0.271 -0.557
O 1.635735 0.930606 -0.050574 -0.289 0.326 -0.364 -0.176
O 3.669151 0.272652 -0.003936 4.329 1.941 0.006 0.170
O 2.174452 -1.152952 0.082118 -1.726 -3.359 -0.048 0.014
Si 0.137297 0.080207 -0.025980 -0.479 1.832 1.053 0.673
H 0.341675 -0.521217 1.254254 -0.890 -0.826 0.651 -0.036
H -0.804019 1.254985 0.193927 0.305 -0.676 -0.529 -0.044
H 0.046282 -0.621212 -1.269644 -0.471 -0.482 -0.498 -0.042

65
Properties=species:S:1:pos:R:3:forces:R:3:lowdin_charge:R:1 method="wB97M-V/def2-TZVPD" orbital_gap_ev="5.20 / 4.93" total_charge=+2 homo_ev="-13.77 / -13.56"
Rh -1.919737 2.141148 0.238303 0.265 1.555 0.402 0.687
C -3.401225 -0.599794 3.040602 -0.186 0.233 0.216 0.024
C -3.196047 0.313735 1.894246 0.358 0.412 0.744 -0.208
N -2.570924 1.459994 1.993648 0.837 -0.548 -2.456 -0.105
N -2.079011 1.951419 3.095170 0.552 -0.077 2.397 0.023
C -1.284549 2.988110 3.029276 -0.416 -0.363 -1.066 -0.758
N -0.784765 3.535026 4.126473 0.071 0.081 0.309 0.146
S -0.851965 3.693103 1.468308 0.224 0.400 0.011 0.681
C -3.691756 0.013089 0.566841 -0.542 -0.526 -1.241 -0.219
C -4.483652 -1.094022 0.256033 0.400 0.622 0.361 0.038
C -4.972845 -1.231651 -1.029982 -0.006 0.350 -0.421 0.010
C -4.696679 -0.253779 -1.981061 -0.034 -0.252 0.289 0.000
C -3.857611 0.789210 -1.630156 0.003 0.041 -0.038 -0.105
N -3.352946 0.903649 -0.403772 -0.527 -1.100 -0.322 -0.084
H -2.964517 -0.187454 3.944156 -0.005 0.025 -0.007 0.088
H -2.938965 -1.561961 2.817291 0.036 -0.023 -0.135 0.101
H -4.463830 -0.768741 3.204185 -0.110 -0.049 0.063 0.110
H -1.068699 3.201999 5.034971 -0.065 -0.054 -0.026 0.134
H -0.196226 4.352165 4.091176 -0.070 -0.064 -0.123 0.117
H -4.703499 -1.829019 1.010131 -0.030 -0.092 0.129 0.132
H -5.573636 -2.085980 -1.293771 -0.114 -0.114 -0.007 0.131
H -5.094078 -0.309066 -2.981543 -0.030 -0.025 -0.081 0.128
H -3.556464 1.541365 -2.355382 -0.054 -0.079 0.107 0.132
C 0.362183 3.980653 -2.562306 0.064 0.552 -0.168 -0.006
O 0.505550 2.644018 -2.069153 -0.420 -0.222 -0.001 -0.154
C 1.751118 2.187651 -1.792499 0.590 0.062 0.103 -0.498
O 2.756810 2.820574 -1.876548 -0.288 -0.127 -0.074 0.193
C 1.587930 0.812508 -1.237238 0.269 0.389 0.112 -0.203
C 2.449072 -0.207211 -1.274798 -0.815 0.106 0.242 -0.206
As 2.472578 -1.935173 -0.304718 0.868 -1.162 0.436 1.377
C 2.151639 -3.158008 -1.836054 -0.480 0.291 -0.020 -0.221
C 0.730325 -1.776884 0.568595 0.968 1.007 0.117 -0.256
C 0.561301 -0.440055 0.970894 -1.052 -0.873 -0.784 -0.259
As -0.199794 0.616975 -0.459412 -0.794 -1.468 0.609 1.347
C -0.909892 -0.519904 -1.891844 -0.307 0.135 0.053 -0.177
C 1.634181 0.245251 1.643842 2.023 0.436 0.474 -0.582
O 2.679674 -0.298996 1.944692 -0.845 0.587 0.292 0.084
O 1.369509 1.548470 1.843525 -0.187 -0.643 -0.130 -0.132
C 2.397091 2.268170 2.531938 0.567 0.179 0.237 -0.017
C -0.466583 -2.596202 0.634206 -1.917 0.166 -0.639 -0.487
O -1.546914 -2.006904 0.589655 0.369 -0.671 0.139 0.049
O -0.447000 -3.910417 0.716101 -0.362 0.615 -0.159 0.021
C 0.689383 -4.650753 1.132470 0.723 -0.470 0.282 -0.028
C 3.681878 -0.195582 -2.123806 0.218 0.154 -0.541 -0.532
O 3.786647 0.362686 -3.175391 0.023 0.005 0.093 0.179
O 4.567731 -1.022191 -1.568091 -0.137 0.234 0.197 -0.136
C 5.809922 -1.231989 -2.240962 0.471 -0.049 -0.432 0.003
H -0.598156 4.341428 -2.189129 0.142 0.033 -0.089 0.091
H 0.364266 3.976179 -3.653292 0.006 -0.055 0.120 0.112
H 1.179332 4.605571 -2.200123 -0.112 -0.068 -0.001 0.107
H 3.071499 -3.259057 -2.412063 0.049 0.157 0.193 0.042
H 1.370653 -2.777500 -2.491157 -0.016 -0.157 -0.077 0.023
H 1.874604 -4.147419 -1.475042 -0.013 0.077 0.096 0.027
H -0.137228 -1.191529 -2.268782 0.048 0.172 0.207 0.039
H -1.197360 0.160863 -2.697990 0.110 -0.034 0.053 0.051
H -1.775672 -1.095756 -1.568909 0.106 0.121 0.081 0.029
H 2.210226 3.325124 2.361074 -0.069 -0.065 -0.015 0.087
H 3.379612 1.985082 2.146947 -0.168 0.104 0.036 0.108
H 2.356027 2.031019 3.597327 -0.006 0.042 -0.105 0.111
H 0.743480 -5.532024 0.494071 0.065 0.117 0.042 0.109
H 0.523780 -4.973326 2.163591 0.057 0.083 -0.141 0.112
H 1.626028 -4.079600 1.080238 -0.279 -0.146 0.008 0.064
H 6.220729 -2.147762 -1.820682 -0.013 0.109 -0.062 0.106
H 6.479150 -0.392562 -2.049510 -0.081 -0.061 -0.019 0.112
H 5.638317 -1.327961 -3.314809 0.065 -0.014 0.129 0.106

In the order shown, the computed electronic energy values come out to -27934.1216; -78392.3117; -10412.1991; -10412.6789; -25008.1757; -15554.7624; -181093.8564 eV.